[1]
A molecular structure, C24H37N4O3PPtSe in a non-equilibrium geometry. Source: the Open Molecules 2025 dataset; level of theory: ωB97M-V/def2-TZVPD.

Geometry as XYZ:
```
71
Properties=species:S:1:pos:R:3:mulliken_charge:R:1
Pt 0.58941 -2.71725 0.69249 1.2886
Se 2.85199 -2.66104 0.06664 -0.0226
O 0.02954 -0.63047 -0.25985 -1.2340
P 0.27904 0.85264 -0.15524 0.3018
C 0.17768 1.55600 1.55424 0.5186
C 1.49594 1.45186 2.34831 -1.4489
C 1.58632 0.11436 3.07578 0.2115
C 0.50206 0.00347 4.16191 -0.8393
C -0.72366 0.86273 3.81923 -1.2749
C -0.97882 0.86778 2.31356 -0.2060
C -0.99307 1.68943 -1.18447 0.4289
C -1.14721 3.21168 -0.96577 -1.2507
C -2.36715 3.52754 -0.10278 -0.6493
C -3.65915 3.08900 -0.80739 -0.8311
C -3.45906 1.79139 -1.61373 -1.0989
C -2.33489 0.94601 -1.02262 -0.8339
C 1.95241 1.20267 -0.81595 0.2404
C 2.10127 0.56010 -2.20891 -0.8639
C 3.32921 1.13686 -2.90932 -0.9355
C 3.13646 2.63524 -3.21029 -0.8259
C 2.18619 3.30019 -2.20281 -0.6017
C 2.36794 2.68870 -0.81505 -1.1072
H -0.05483 2.61696 1.42161 0.7141
H 1.52095 2.25693 3.08746 0.5358
H 2.36217 1.60061 1.70346 0.5248
H 2.57964 -0.01792 3.50727 0.5838
H 1.44772 -0.68936 2.34480 -0.5039
H 0.90287 0.31580 5.12856 0.3265
H 0.20020 -1.04103 4.25877 0.3622
H -0.57237 1.88987 4.16422 0.3417
H -1.60378 0.47726 4.33496 0.4663
H -1.92562 1.36621 2.10135 0.5161
H -1.07526 -0.16546 1.98011 -0.3266
H -0.64462 1.51329 -2.20699 0.4537
H -1.27825 3.69798 -1.93605 0.6505
H -0.24905 3.64461 -0.52173 0.3115
H -2.40218 4.59654 0.11336 0.5734
H -2.27559 3.01323 0.85648 -0.0729
H -3.99905 3.88305 -1.47576 0.3566
H -4.44290 2.94801 -0.06074 0.3585
H -3.21102 2.02897 -2.65245 0.3566
H -4.38366 1.21439 -1.63364 0.4787
H -2.27523 -0.02220 -1.51695 0.5314
H -2.54626 0.74710 0.03103 0.1004
H 2.59864 0.64014 -0.13241 0.5624
H 1.21885 0.74841 -2.82617 0.3402
H 2.18488 -0.52147 -2.10147 0.2699
H 3.52322 0.59133 -3.83333 0.4557
H 4.20016 0.99205 -2.26403 0.3247
H 2.73784 2.76667 -4.21811 0.3734
H 4.10588 3.13713 -3.18402 0.2860
H 1.15005 3.16547 -2.52270 0.0278
H 2.36840 4.37528 -2.16731 0.5355
H 1.80255 3.25206 -0.06956 0.5636
H 3.42106 2.77090 -0.53310 0.5677
N -4.99706 -3.03301 -0.52636 -0.5782
C -4.18555 -2.78317 0.25826 0.5853
N -3.33752 -2.40515 1.17801 -0.6554
C -2.14526 -2.55239 1.45598 0.8841
N -1.02850 -2.57787 1.89361 -0.7752
O -1.87469 -5.02944 0.18609 -0.5590
C -0.77976 -5.50199 -0.00361 0.2427
C -0.48066 -6.97397 -0.26481 -0.4323
C 1.02214 -7.01417 -0.52730 -0.4904
C 1.47663 -5.57760 -0.29916 0.5698
O 2.64276 -5.20781 -0.36690 -0.6466
N 0.40441 -4.79019 -0.02173 -0.1352
H -1.08573 -7.31609 -1.10232 0.2898
H -0.78226 -7.54295 0.61404 0.2408
H 1.27315 -7.29079 -1.55082 0.2683
H 1.57004 -7.67509 0.14215 0.2795
```

Summary:
Kohn-Sham gap (alpha / beta), eV: 8.3 / 6.2
Spin multiplicity: 5
HOMO energy (alpha / beta), eV: -8.00 / -8.67
Energy relative to the best compared isomer or geometry (same formula, charge and spin), kcal/mol: 10.4

***

[2]
A molecular structure, C24H38BN12O2S3SbSe4Ti in a non-equilibrium geometry. Source: the Open Molecules 2025 dataset; level of theory: ωB97M-V/def2-TZVPD.

Geometry as XYZ:
```
86
Properties=species:S:1:pos:R:3:mulliken_charge:R:1
Ti 1.38050 0.17382 0.12972 -1.1031
C 1.36522 0.30910 -4.09475 -1.5236
C 1.60083 0.91601 -2.86675 -0.4699
N 1.69033 -0.01932 -1.91382 0.0828
N 1.51507 -1.22857 -2.50774 0.6870
C 1.31715 -1.04677 -3.81894 0.0053
B 1.60443 -2.56376 -1.69575 0.5833
N 2.80302 -2.44056 -0.72921 0.6272
C 3.86718 -3.24814 -0.58316 -0.0477
C 4.73991 -2.65770 0.30677 -1.4600
C 4.12769 -1.45922 0.66499 -0.3105
N 2.95657 -1.34426 0.04314 0.2429
N 0.30580 -2.64768 -0.86445 -0.0168
C -0.80869 -3.38620 -0.94896 0.0152
C -1.74504 -2.85532 -0.07374 -2.2502
C -1.11096 -1.76098 0.50555 -0.3040
N 0.13500 -1.65494 0.04260 1.2668
N 1.82578 -3.71645 -2.65049 0.4864
C 2.84564 -3.81347 -3.54886 -0.4151
C 2.74776 -5.03118 -4.16369 -1.0306
C 1.61843 -5.63092 -3.56611 -0.3385
N 1.07206 -4.84444 -2.65785 -1.1058
H 1.26195 0.78550 -5.05418 0.4782
H 1.68124 1.95895 -2.60253 0.5633
H 1.17466 -1.88971 -4.47595 0.5595
H 3.93352 -4.17841 -1.12316 0.4681
H 5.69037 -3.03608 0.64050 0.4507
H 4.46407 -0.68107 1.32805 0.4583
H -0.83622 -4.23991 -1.60397 0.5592
H -2.72909 -3.23990 0.13850 0.6985
H -1.47642 -1.03750 1.21811 0.3405
H 3.56120 -3.01477 -3.67451 0.5744
H 3.39182 -5.43318 -4.92769 0.4640
H 1.18751 -6.60099 -3.76209 0.4653
N -0.00637 3.44388 -1.48329 -0.4291
C -1.31094 2.80226 -1.40599 -0.3975
C -2.27876 3.48505 -0.42609 -0.7447
C -3.65632 2.83557 -0.24488 -0.1822
C -4.43827 2.59456 -1.54479 -1.0854
N -4.11218 1.29999 -2.14877 -0.0329
C -4.71782 0.15963 -1.84003 0.7999
N -6.00822 0.13180 -1.48286 -0.3682
N -4.02031 -0.97410 -1.91385 -0.2762
C -1.06939 1.33991 -1.01265 0.4789
O -1.54048 0.42574 -1.68974 -1.1748
O -0.34066 1.18689 0.03779 0.7310
H 0.45166 3.45130 -0.57606 -0.2102
H -0.09261 4.40493 -1.79112 0.3690
H -1.73193 2.79342 -2.41355 0.5662
H -2.40614 4.51661 -0.76512 0.4867
H -1.78445 3.53927 0.54707 -0.0417
H -4.25087 3.48014 0.40454 0.5727
H -3.56031 1.87907 0.28218 0.0405
H -4.21523 3.36586 -2.28174 0.4231
H -5.50950 2.64671 -1.36262 0.3389
H -3.11914 1.15244 -2.34302 0.2018
H -6.59528 0.93108 -1.63665 0.2032
H -6.45891 -0.73811 -1.26185 0.2199
H -3.00863 -0.91412 -1.84810 0.2551
H -4.46041 -1.86234 -1.75305 0.2427
C -0.76714 -1.28812 4.23882 -1.2131
C 0.44469 -1.77288 3.43203 -0.8549
S 1.57636 -0.56628 2.69344 0.6152
C 1.83852 0.59024 4.08431 -1.0667
C 1.73131 2.09087 3.78856 -0.4083
S 0.31205 2.65404 2.83669 0.3592
C -0.98716 2.73498 4.08349 -1.0406
C -1.43477 1.41845 4.73019 -0.7604
S -1.77047 0.06185 3.56218 0.0386
H -0.47515 -1.00941 5.24899 0.5524
H -1.42782 -2.14784 4.35579 0.5374
H 0.14069 -2.40590 2.60203 0.2437
H 1.05108 -2.40116 4.08734 0.6019
H 2.83444 0.39197 4.48222 0.5717
H 1.12689 0.28911 4.84691 0.2830
H 2.60040 2.40738 3.21666 -0.4321
H 1.78881 2.63866 4.73204 0.7597
H -1.82933 3.19256 3.55982 0.3194
H -0.70057 3.43245 4.87299 0.5330
H -2.35086 1.60424 5.29155 0.5583
H -0.69721 1.06937 5.44934 0.4179
Se 5.05027 4.15685 3.03625 -0.4016
Sb 3.98599 4.49386 0.91733 0.8955
Se 6.08355 3.94317 -0.12912 -0.3289
Se 2.09146 5.76200 0.31640 -0.4235
Se 2.86718 1.84012 0.50846 -0.0450
```

Summary:
Kohn-Sham gap (alpha / beta), eV: 6.8 / 6.2
Spin multiplicity: 2
Charge: +1
HOMO energy (alpha / beta), eV: -10.05 / -9.98
Energy relative to the best compared isomer or geometry (same formula, charge and spin), kcal/mol: 0.0